{"formula": "C29H66IN23O15", "method": "ωB97M-V/def2-TZVPD", "species": ["C", "C", "C", "I", "C", "C", "C", "C", "C", "C", "C", "C", "C", "O", "C", "C", "O", "N", "C", "C", "C", "O", "C", "O", "H", "H", "H", "H", "H", "H", "H", "H", "H", "H", "H", "H", "H", "H", "H", "H", "H", "H", "H", "H", "H", "H", "C", "O", "N", "N", "H", "H", "H", "H", "C", "O", "N", "N", "H", "H", "H", "H", "C", "O", "N", "N", "H", "H", "H", "H", "C", "O", "N", "N", "H", "H", "H", "H", "C", "O", "N", "N", "H", "H", "H", "H", "C", "O", "N", "N", "H", "H", "H", "H", "C", "O", "N", "N", "H", "H", "H", "H", "C", "O", "N", "N", "H", "H", "H", "H", "C", "O", "N", "N", "H", "H", "H", "H", "C", "O", "N", "N", "H", "H", "H", "H", "C", "O", "N", "N", "H", "H", "H", "H"], "xyz": [[-3.8750, -4.0094, 2.4869], [-4.2199, -2.4106, 2.3766], [-3.6195, -1.6964, 0.9882], [-5.1969, -0.2227, 0.4190], [-2.1544, -1.0049, 1.2412], [-1.3144, -1.2466, 2.6659], [0.1695, -0.5654, 2.9745], [0.8857, 0.4345, 1.8953], [0.0528, 0.6566, 0.5031], [-1.3889, -0.0222, 0.1258], [-2.0203, 0.3006, -1.3516], [-2.2410, -1.0626, -2.2932], [-0.7165, -1.4414, -2.8555], [-0.5611, -1.2164, -4.3040], [0.8604, -0.7813, -4.4753], [1.0522, 1.6806, -0.2927], [0.8454, 2.5411, -1.2934], [2.4362, 1.5552, 0.3790], [3.0877, 0.2835, -0.1229], [4.6189, 0.7656, -0.8999], [6.0172, 0.5527, 0.1073], [5.3364, 2.0020, -0.2672], [2.3081, 1.2456, 1.8858], [3.1341, 1.5592, 2.8886], [-4.5428, -4.4298, 3.3826], [-2.7468, -4.2083, 2.7314], [-4.2637, -4.5688, 1.5229], [-5.4061, -2.3361, 2.2631], [-3.9614, -1.8011, 3.3481], [-3.5446, -2.5867, 0.2036], [-1.7279, -1.9476, 3.5389], [0.7495, -0.7861, 3.9751], [-1.2021, 0.9357, -1.9455], [-2.9827, 0.9852, -1.3311], [-2.5847, -1.9884, -1.6620], [-2.9980, -0.8840, -3.1771], [0.0915, -0.7942, -2.2619], [-0.4503, -2.5692, -2.5989], [1.2270, -0.9058, -5.5886], [1.5424, -1.4367, -3.7795], [0.8862, 0.3501, -4.1096], [3.4640, -0.3819, 0.7634], [2.4844, -0.2881, -0.9490], [4.7453, 0.5328, -2.1260], [7.0736, 0.4637, -0.3900], [5.7512, 0.2612, 1.2243], [3.9355, -3.3427, 3.8512], [3.8537, -4.5467, 3.6660], [4.1218, -2.4638, 2.8499], [3.8463, -2.7871, 5.0730], [4.1916, -1.4690, 2.9826], [4.1943, -2.8406, 1.9139], [3.7059, -3.4137, 5.8547], [3.9112, -1.7980, 5.2456], [-6.2154, 1.9754, -2.8157], [-6.2971, 0.7714, -3.0009], [-6.0290, 2.8543, -3.8170], [-6.3046, 2.5310, -1.5939], [-5.9592, 3.8492, -3.6843], [-5.9566, 2.4775, -4.7530], [-6.4450, 1.9045, -0.8121], [-6.2397, 3.5201, -1.4213], [3.1813, 0.9210, -7.4379], [3.3267, -0.2173, -7.0211], [2.8837, 1.1932, -8.7213], [3.3054, 2.0050, -6.6510], [2.7601, 2.1238, -9.0831], [2.7814, 0.4053, -9.3474], [3.5289, 1.8443, -5.6776], [3.1893, 2.9501, -6.9758], [3.0436, -6.1449, 6.8062], [3.4900, -5.1289, 7.3152], [2.0045, -6.8229, 7.3262], [3.5507, -6.6773, 5.6797], [1.6229, -7.6613, 6.9215], [1.5932, -6.4558, 8.1744], [4.3341, -6.1978, 5.2558], [3.1968, -7.5131, 5.2456], [3.4645, 5.9137, -0.0555], [3.7208, 7.0644, -0.3732], [4.3908, 4.9383, -0.0457], [2.2327, 5.5183, 0.3133], [4.1989, 3.9852, 0.2129], [5.3314, 5.1937, -0.3168], [1.5058, 6.2218, 0.3195], [2.0022, 4.5756, 0.5783], [-5.8704, 4.6417, -6.8409], [-5.8652, 4.7249, -5.6229], [-4.7960, 4.2471, -7.5477], [-6.9512, 4.9371, -7.5854], [-4.7811, 4.1724, -8.5508], [-3.9611, 4.0152, -7.0255], [-7.7817, 5.2384, -7.0924], [-6.9749, 4.8748, -8.5892], [-3.0542, -5.0123, 6.2634], [-2.7315, -5.2730, 5.1151], [-4.2581, -4.5045, 6.5832], [-2.2347, -5.2098, 7.3118], [-4.5420, -4.2834, 7.5227], [-4.9053, -4.3406, 5.8232], [-1.3185, -5.5909, 7.1148], [-2.4823, -5.0014, 8.2643], [4.3717, 5.4641, -6.1845], [4.2504, 4.5821, -7.0199], [4.5558, 5.2071, -4.8769], [4.3322, 6.7720, -6.4968], [4.6577, 5.9198, -4.1742], [4.5917, 4.2350, -4.5993], [4.1952, 7.0090, -7.4706], [4.4301, 7.5127, -5.8230], [8.3207, 5.1638, -4.9323], [7.8510, 5.1069, -3.8068], [7.5700, 5.0345, -6.0411], [9.6309, 5.3610, -5.1644], [7.9386, 5.0784, -6.9762], [6.5781, 4.8846, -5.9108], [10.2314, 5.4634, -4.3567], [10.0364, 5.4108, -6.0838], [-1.6335, -3.6832, 10.6382], [-1.7548, -4.5652, 9.8027], [-1.4494, -3.9402, 11.9458], [-1.6731, -2.3754, 10.3259], [-1.3475, -3.2275, 12.6485], [-1.4136, -4.9123, 12.2234], [-1.8100, -2.1383, 9.3520], [-1.5751, -1.6346, 10.9996], [-8.5105, -3.4148, 1.5436], [-7.8179, -3.1743, 2.5198], [-9.7846, -3.8353, 1.6416], [-8.0617, -3.2808, 0.2826], [-10.3706, -4.0385, 0.8494], [-10.1615, -3.9493, 2.5734], [-7.1075, -2.9664, 0.1643], [-8.6169, -3.4740, -0.5339]], "forces_ev_per_angstrom": [[-0.76, 0.40, 0.62], [-1.27, -0.18, -0.58], [1.27, -1.34, 1.75], [1.17, -0.94, 0.06], [3.91, 1.75, 0.95], [1.72, 1.91, -2.09], [-1.22, 1.16, -3.13], [-4.15, -2.25, -0.21], [0.14, -1.06, 2.21], [1.20, -0.10, 2.38], [0.62, 0.29, -0.73], [1.30, -0.07, 0.25], [-0.22, -0.45, 0.74], [1.88, 0.31, 1.93], [0.03, 0.30, -0.01], [-1.63, 2.60, -3.03], [1.36, -5.71, 6.34], [-0.70, -0.86, 1.10], [3.41, 0.59, -1.77], [2.70, -0.16, 2.17], [-3.57, 2.57, -2.04], [-0.54, -5.51, -0.86], [0.38, 0.51, 3.20], [-5.11, -2.18, -6.83], [1.72, 0.87, -1.98], [-2.30, 0.19, -0.60], [1.05, 1.18, 1.81], [2.62, -0.25, 0.38], [-0.28, -1.18, -2.02], [-0.20, 2.34, 1.36], [0.91, 1.68, -2.33], [-1.52, 0.36, -2.20], [-1.76, -1.27, 1.49], [1.88, -1.64, 0.39], [0.46, 1.96, -1.17], [1.64, -0.22, 1.85], [-1.83, -1.19, -1.18], [-0.60, 2.15, -0.63], [-0.98, 0.35, 2.31], [-1.14, 1.23, -1.40], [0.30, -2.29, -0.88], [-1.12, 1.05, -1.79], [0.96, 1.03, 1.87], [-0.34, 1.05, 3.63], [-2.33, 0.09, 1.26], [0.94, 0.71, -2.59], [-0.09, -0.43, 0.41], [0.13, -0.20, -0.22], [0.21, 0.65, -1.62], [-0.17, 0.16, 1.10], [-0.03, -0.14, 0.07], [-0.02, 0.14, 0.36], [0.04, -0.02, 0.08], [0.02, -0.17, -0.10], [0.06, -0.35, -0.73], [-0.05, -0.42, 0.10], [0.12, 0.01, -0.53], [-0.22, 0.24, 1.66], [-0.01, -0.22, -0.28], [-0.03, 0.34, 0.42], [0.02, 0.42, -0.36], [0.00, -0.20, -0.06], [0.12, -0.15, 0.74], [0.01, -0.50, 0.04], [-0.37, -0.20, -1.60], [-0.15, 0.24, 0.89], [0.08, -0.15, 0.13], [0.04, 0.34, 0.25], [-0.10, 0.04, -0.44], [0.33, 0.01, 0.09], [0.35, -0.07, -0.54], [0.11, 0.64, 0.22], [-1.21, -0.34, 1.05], [0.82, -0.30, -0.47], [0.10, 0.18, 0.05], [0.13, -0.17, -0.33], [-0.47, -0.03, -0.13], [0.02, 0.23, 0.07], [0.43, 0.23, -0.12], [-0.01, 0.43, -0.18], [1.03, -0.44, -0.14], [-1.54, 0.10, 0.41], [0.07, -0.06, -0.07], [-0.35, -0.17, 0.11], [0.30, -0.32, -0.01], [0.11, 0.12, -0.15], [0.03, 0.13, 0.39], [0.03, 0.29, -0.09], [1.30, -0.45, -0.25], [-1.33, 0.41, -0.32], [-0.01, 0.01, 0.21], [-0.28, 0.08, -0.23], [0.31, -0.12, -0.22], [0.02, 0.00, 0.21], [0.93, -0.49, -0.10], [-0.02, 0.00, -0.46], [-1.59, 0.67, -0.15], [0.48, -0.39, -0.08], [0.10, -0.09, -0.17], [0.19, -0.05, 0.34], [-0.36, 0.19, 0.09], [0.27, 0.02, -0.08], [-0.38, 0.25, 0.38], [0.07, -0.18, -0.57], [0.08, -0.74, 0.70], [-0.08, 1.04, -0.85], [0.07, -0.12, 0.01], [0.02, 0.40, 0.07], [0.05, -0.05, 0.40], [0.00, -0.16, -0.07], [-0.43, -0.06, 0.53], [-0.05, 0.01, 0.15], [-1.01, -0.14, -0.88], [1.58, 0.26, 0.23], [-0.07, -0.04, 0.19], [0.45, -0.03, -0.09], [-0.22, -0.04, -0.34], [-0.10, -0.02, 0.19], [0.02, 0.04, 0.04], [0.02, -0.22, 0.40], [0.14, -0.77, 1.04], [-0.16, 1.02, -0.79], [0.00, -0.13, -0.16], [0.00, 0.38, -0.06], [0.09, -0.03, 0.35], [-0.01, -0.16, -0.13], [0.49, 0.17, 0.36], [0.12, 0.02, 0.18], [-1.37, -0.45, 0.61], [0.82, 0.18, -1.04], [0.14, 0.05, 0.16], [0.13, 0.04, -0.39], [-0.36, -0.02, -0.03], [0.12, 0.07, 0.16]], "mulliken_charge": [-0.8256, -0.2130, -0.4524, 0.0676, 0.8033, -0.5406, -0.9123, 0.1976, 0.0825, 0.7900, -0.7954, -0.1032, 0.3151, -0.4154, -0.2885, -0.0788, -0.6081, 0.1400, 0.1329, 0.0593, -0.3778, -0.3575, 0.2318, -0.5817, 0.1580, 0.2301, 0.3132, 0.1559, 0.3410, 0.2948, 0.1487, 0.2892, 0.3077, 0.1918, -0.0659, 0.3475, -0.4162, 0.2223, 0.1583, 0.2177, 0.1427, -0.1744, 0.1273, 0.2592, 0.2784, 0.1566, 0.6037, -0.6678, -0.2796, -0.2949, 0.0929, 0.1659, 0.2018, 0.1612, 0.7865, -0.6552, -0.2739, -0.3273, 0.1648, 0.1202, 0.0396, 0.1595, 0.6126, -0.6839, -0.3778, -0.1418, 0.1689, 0.2264, 0.1154, 0.1136, 0.6949, -0.7214, -0.3953, -0.3302, 0.1612, 0.2133, 0.2155, 0.1562, 0.6312, -0.7042, -0.2753, -0.3184, 0.2111, 0.1457, 0.1839, 0.1600, 0.6813, -0.6922, -0.3949, -0.4028, 0.1668, 0.2245, 0.2228, 0.1667, 0.6530, -0.6668, -0.3227, -0.2025, 0.1574, 0.2062, 0.1381, 0.1602, 0.6820, -0.7118, -0.2745, -0.4357, 0.1059, 0.1680, 0.2195, 0.1717, 0.5898, -0.6391, -0.2698, -0.3991, 0.1558, 0.2181, 0.2418, 0.1523, 0.6468, -0.7210, -0.4266, -0.3624, 0.1628, 0.2208, 0.2201, 0.1723, 0.6819, -0.6294, -0.4433, -0.3050, 0.1496, 0.2239, 0.1536, 0.1724], "max_force_ev_per_a": 8.804, "e_homo_ev": -8.87, "e_tot_ev": -104222.1531, "orbital_gap_ev": 7.456}